1.
{
  "formula": "C38H45CrF3N3S2",
  "method": "ωB97M-V/def2-TZVPD",
  "spin_multiplicity": 5,
  "gap_ev": [5.02, 5.35],
  "total_charge": -1,
  "total_energy_ha": -3779.7698,
  "symbols": ["Cr", "C", "C", "C", "C", "C", "C", "C", "C", "C", "C", "C", "C", "N", "C", "C", "N", "C", "C", "C", "C", "C", "C", "C", "C", "C", "C", "C", "C", "H", "H", "H", "H", "H", "H", "H", "H", "H", "H", "H", "H", "H", "H", "H", "H", "H", "H", "H", "H", "H", "H", "H", "H", "H", "H", "H", "H", "H", "H", "H", "H", "H", "H", "H", "H", "S", "C", "N", "C", "C", "S", "H", "H", "H", "H", "H", "F", "C", "F", "F", "C", "C", "C", "C", "C", "C", "C", "C", "H", "H", "H", "H"],
  "xyz": [[0.0629, -0.2868, -0.5417], [0.6158, 1.5472, 4.6236], [-0.2969, 0.9574, 3.5501], [-1.7341, 1.4561, 3.7208], [-0.2577, -0.5600, 3.5170], [-0.7455, -1.2711, 4.6088], [-0.8853, -2.6488, 4.5667], [-0.5514, -3.3187, 3.3998], [-0.0370, -2.6494, 2.2972], [0.3527, -3.4447, 1.0634], [1.5863, -4.3018, 1.3381], [-0.8045, -4.2962, 0.5452], [0.1606, -1.2538, 2.3624], [0.7322, -0.5751, 1.2834], [1.8475, 0.2356, 1.5182], [2.1598, 1.1810, 0.5964], [1.3779, 1.2756, -0.5502], [1.4018, 2.4925, -1.2120], [1.4969, 3.7274, -0.5052], [1.7691, 4.9049, -1.1893], [1.8558, 4.9463, -2.5706], [1.5870, 3.7779, -3.2661], [1.3431, 2.5663, -2.6291], [0.9970, 1.3914, -3.5255], [2.0716, 0.3052, -3.5614], [-0.3804, 0.7913, -3.2403], [1.1217, 3.8393, 0.9671], [2.2430, 4.3952, 1.8429], [-0.1469, 4.6849, 1.1231], [0.5749, 2.6402, 4.6062], [1.6524, 1.2451, 4.4641], [0.3177, 1.2178, 5.6229], [0.0578, 1.3124, 2.5845], [-2.1465, 1.1555, 4.6877], [-2.3794, 1.0495, 2.9403], [-1.7717, 2.5475, 3.6630], [-1.0522, -0.7311, 5.4990], [-1.2711, -3.1907, 5.4218], [-0.6798, -4.3954, 3.3510], [0.6070, -2.7152, 0.2927], [1.3587, -5.0688, 2.0852], [2.4088, -3.6955, 1.7211], [1.9254, -4.8028, 0.4275], [-1.0880, -5.0642, 1.2702], [-0.5198, -4.8014, -0.3818], [-1.6719, -3.6700, 0.3374], [2.4916, 0.0297, 2.3687], [3.0619, 1.7791, 0.6766], [1.8692, 5.8256, -0.6229], [2.0682, 5.8699, -3.0941], [1.5659, 3.7969, -4.3518], [0.9340, 1.8202, -4.5299], [2.2427, -0.0937, -2.5611], [3.0142, 0.7046, -3.9422], [1.7698, -0.5222, -4.2115], [-0.3580, -0.0841, -2.5781], [-0.8252, 0.3770, -4.1481], [-1.0776, 1.5140, -2.8170], [0.8835, 2.8427, 1.3300], [2.5272, 5.4035, 1.5287], [3.1314, 3.7643, 1.7949], [1.9243, 4.4497, 2.8872], [0.0198, 5.7225, 0.8220], [-0.4766, 4.6851, 2.1660], [-0.9566, 4.2843, 0.5105], [3.4874, -2.3446, -0.8385], [4.4315, -1.2526, -1.6178], [4.7442, -1.2849, -2.9277], [5.7276, -0.3446, -3.4229], [5.6634, 0.8438, -2.4680], [5.1911, 0.1316, -0.8653], [4.3991, -2.0649, -3.4623], [5.4859, -0.0463, -4.4438], [6.7263, -0.7951, -3.4188], [4.9050, 1.5658, -2.7667], [6.6238, 1.3466, -2.3810], [-8.8505, -3.9332, -0.4779], [-8.3585, -3.4023, -1.6209], [-9.2354, -2.4595, -2.0178], [-8.4153, -4.3939, -2.5415], [-6.9718, -2.8709, -1.4484], [-6.6660, -1.5519, -1.7454], [-5.3689, -1.0919, -1.5873], [-4.3564, -1.9398, -1.1300], [-4.6862, -3.2703, -0.8312], [-5.9785, -3.7297, -0.9888], [-3.0156, -1.4723, -0.9719], [-1.8696, -1.0722, -0.8370], [-7.4377, -0.8828, -2.1000], [-5.1221, -0.0639, -1.8155], [-3.9092, -3.9320, -0.4731], [-6.2184, -4.7593, -0.7537]]
}

=====

2.
{
  "formula": "C38H45F11N5O23S",
  "method": "ωB97M-V/def2-TZVPD",
  "gap_ev": 6.49,
  "total_charge": 1,
  "total_energy_ha": -4975.4744,
  "symbols": ["N", "C", "C", "C", "C", "C", "C", "N", "C", "N", "C", "C", "C", "C", "C", "C", "C", "N", "C", "C", "F", "N", "S", "O", "O", "C", "F", "F", "F", "H", "H", "H", "H", "H", "H", "H", "H", "H", "H", "H", "H", "H", "H", "H", "H", "H", "H", "H", "H", "H", "H", "H", "H", "C", "C", "O", "C", "O", "O", "F", "H", "H", "H", "C", "C", "O", "C", "O", "O", "F", "H", "H", "H", "C", "C", "O", "C", "O", "O", "F", "H", "H", "H", "C", "C", "O", "C", "O", "O", "F", "H", "H", "H", "C", "C", "O", "C", "O", "O", "F", "H", "H", "H", "C", "C", "O", "C", "O", "O", "F", "H", "H", "H", "C", "C", "O", "C", "O", "O", "F", "H", "H", "H"],
  "xyz": [[-8.2780, 1.3660, 0.0318], [-7.7745, 0.9198, 1.3737], [-6.9778, -0.4905, 1.3136], [-5.5783, -0.3862, 2.1444], [-4.4814, 0.1533, 1.1042], [-3.1193, 0.6867, 1.8187], [-1.9876, 0.6956, 0.7050], [-2.4294, 0.8445, -0.6717], [-1.1332, 0.8206, -1.3491], [-1.1462, 0.9094, -2.6754], [0.0009, 0.8626, -3.6136], [-0.5648, 0.2892, -5.0207], [-0.4113, 1.0165, -6.3746], [-0.9869, 0.2631, -7.6313], [-1.6712, -1.1480, -7.5213], [-1.8605, -1.8639, -6.1486], [-1.2829, -1.1074, -4.9056], [0.0365, 0.6998, -0.5215], [1.4986, 0.6746, -0.7645], [1.9316, -0.8673, -0.9672], [3.3851, -0.9091, -0.9168], [-0.5381, 0.5903, 0.7437], [0.1417, 0.3605, 2.2954], [1.6072, 0.0651, 2.3359], [-0.5430, -0.8624, 2.8869], [-0.1744, 1.7520, 3.5162], [-1.1989, 1.3252, 4.4216], [-0.4729, 2.9919, 2.9267], [0.9991, 1.8582, 4.3229], [-7.4962, 1.5447, -0.6234], [-8.7685, 2.2736, 0.1585], [-7.0533, 1.7489, 1.7447], [-8.6857, 0.8531, 2.0661], [-7.6134, -1.3817, 1.6395], [-6.6766, -0.6165, 0.2015], [-5.6999, 0.3637, 3.0193], [-5.3043, -1.3863, 2.6342], [-4.2605, -0.6989, 0.3540], [-4.9738, 1.0328, 0.5364], [-3.3561, 1.7723, 2.1444], [-2.8745, 0.1157, 2.7727], [-2.0855, 1.0219, -3.1115], [0.8471, 0.1556, -3.3217], [0.4711, 1.8810, -3.8515], [0.0946, 2.0349, -6.4624], [-0.9044, 0.6929, -8.6974], [-2.0626, -1.7122, -8.4467], [-2.3651, -2.8934, -6.0420], [-1.3965, -1.6119, -3.8888], [2.0834, 1.1940, 0.0882], [1.8410, 1.2246, -1.7153], [1.4504, -1.5786, -0.2076], [1.6541, -1.2786, -2.0068], [-1.2497, 3.7044, 6.3418], [-1.9739, 3.1643, 7.5338], [-2.3261, 4.3276, 8.2518], [-2.4639, 5.3069, 7.3128], [-3.0101, 6.3507, 7.5059], [-1.9062, 4.9430, 6.1208], [-1.1499, 2.4146, 8.3047], [-0.1888, 3.8859, 6.5392], [-1.3378, 3.0538, 5.4717], [-2.8759, 2.5938, 7.2922], [1.1346, 6.8203, -5.6443], [-0.0879, 5.9838, -5.8470], [0.4387, 4.7305, -6.2383], [1.6634, 4.6507, -5.6395], [2.2906, 3.6346, -5.5159], [2.0847, 5.8653, -5.1914], [-0.8447, 6.4668, -6.8583], [1.4919, 7.2767, -6.5715], [0.9835, 7.6058, -4.9025], [-0.7028, 5.8604, -4.9505], [4.8642, 0.2630, -4.0927], [5.4404, -0.6205, -5.1518], [4.4357, -1.6026, -5.3362], [3.2642, -0.9826, -5.0346], [2.1818, -1.4058, -5.3284], [3.4693, 0.1868, -4.3610], [6.5656, -1.2325, -4.7134], [5.0603, -0.1064, -3.0817], [5.2234, 1.2905, -4.1666], [5.6392, -0.1151, -6.1019], [0.9973, -1.0088, 6.0379], [2.3202, -1.6450, 5.7557], [2.6129, -2.3290, 6.9586], [1.3996, -2.6516, 7.4942], [1.2420, -3.4588, 8.3600], [0.3885, -1.9437, 6.9130], [3.2759, -0.7080, 5.5489], [1.0922, -0.0443, 6.5458], [0.3995, -0.8724, 5.1351], [2.3100, -2.3542, 4.9225], [4.5501, -4.6770, 6.0881], [3.3276, -5.5172, 5.9046], [3.8517, -6.7691, 5.5161], [5.0830, -6.8443, 6.0996], [5.7085, -7.8548, 6.2192], [5.5079, -5.6239, 6.5361], [2.5545, -5.0395, 4.8934], [4.8967, -4.2255, 5.1533], [4.4049, -3.8877, 6.8257], [2.7231, -5.6353, 6.8089], [5.0144, -0.4250, -10.6044], [5.6306, -1.6538, -10.0169], [6.5575, -1.1346, -9.0839], [6.0365, 0.0550, -8.6791], [6.3995, 0.6516, -7.7034], [5.0473, 0.4827, -9.5113], [6.3092, -2.3534, -10.9549], [5.5977, -0.0159, -11.4340], [3.9917, -0.5936, -10.9446], [4.9226, -2.3117, -9.5044], [-2.9150, -2.1787, 5.7693], [-2.7694, -3.6546, 5.9637], [-4.1073, -4.1115, 5.9769], [-4.7985, -3.2343, 5.1972], [-5.8904, -3.4409, 4.7563], [-4.0877, -2.0906, 4.9733], [-2.2072, -3.9334, 7.1609], [-3.0731, -1.6424, 6.7094], [-2.0581, -1.7396, 5.2550], [-2.2157, -4.1612, 5.1675]]
}